# 1
The following is a quantum chemistry calculation of a single C18H31N5O3S molecule, from OMol25.

Last column: natural (NBO) charge in e.
Cartesian coordinates (Å):
1 C -3.32129 -1.25405 -3.27379  -0.624
2 C -4.46987 -0.31286 -2.94346  -0.207
3 N -4.03782 1.02993 -2.57980  -0.438
4 C -5.19151 1.88440 -2.33784  -0.214
5 C -4.76760 3.31396 -2.03648  -0.403
6 C -3.80583 3.35936 -0.85108  -0.421
7 C -2.65298 2.42620 -1.13810  0.110
8 O -1.79108 2.43504 0.01408  -0.367
9 N -0.59191 1.81222 -0.27796  -0.351
10 C -0.37031 0.54400 0.19190  0.675
11 O -1.25605 -0.17295 0.60778  -0.620
12 C 1.07356 0.08658 0.05187  -0.324
13 C 1.06617 -1.20176 -0.77668  -0.221
14 N 0.79169 -0.94966 -2.18363  -0.621
15 C 1.77582 -0.49329 -2.99355  0.678
16 O 2.89638 -0.24938 -2.58363  -0.620
17 C 1.43421 -0.34504 -4.47269  -0.529
18 C 0.17776 0.40095 -4.79742  -0.250
19 C -0.76564 0.08921 -5.73377  -0.110
20 N -1.76876 1.00468 -5.86411  -0.177
21 N -1.65519 2.00604 -5.08304  -0.331
22 S -0.28986 1.88329 -4.12232  0.617
23 C 1.76276 -0.06207 1.43620  -0.009
24 C 1.24992 -1.28594 2.19878  -0.626
25 C 1.49206 1.19592 2.26586  -0.616
26 C 3.27381 -0.18404 1.22143  -0.608
27 C -3.15348 1.02171 -1.42838  -0.264
28 H -3.70456 -2.15157 -3.76006  0.218
29 H -2.62377 -0.76757 -3.95816  0.208
30 H -2.78287 -1.57144 -2.37894  0.200
31 H -5.11624 -0.21561 -3.81850  0.198
32 H -5.08492 -0.75447 -2.13847  0.160
33 H -5.82619 1.85975 -3.22586  0.205
34 H -5.79250 1.49458 -1.49406  0.156
35 H -4.28195 3.73221 -2.92188  0.210
36 H -5.65115 3.91971 -1.82812  0.214
37 H -3.43877 4.37171 -0.67391  0.217
38 H -4.31118 3.02355 0.05974  0.208
39 H -2.08598 2.79198 -2.00067  0.173
40 H 0.17897 2.46345 -0.30428  0.384
41 H 1.64036 0.83609 -0.50977  0.223
42 H 2.03419 -1.69470 -0.70995  0.221
43 H 0.29945 -1.87431 -0.39647  0.229
44 H -0.13205 -1.10593 -2.55306  0.409
45 H 2.29242 0.14954 -4.92580  0.260
46 H 1.36924 -1.34572 -4.90677  0.245
47 H -0.77352 -0.79270 -6.35665  0.223
48 H 1.49999 -2.21475 1.68233  0.204
49 H 1.72130 -1.32408 3.18308  0.210
50 H 0.16930 -1.24754 2.33182  0.236
51 H 1.82994 2.09519 1.74269  0.200
52 H 0.43091 1.30794 2.49810  0.218
53 H 2.03530 1.14273 3.21098  0.217
54 H 3.66870 0.69204 0.70287  0.211
55 H 3.77814 -0.26571 2.18637  0.210
56 H 3.53936 -1.06260 0.63308  0.211
57 H -3.64445 0.62649 -0.52178  0.184
58 H -2.30050 0.37927 -1.63769  0.208

Output
Charge ... 0
ΔE to the lowest compared entry with this formula, charge and spin ... 0.1813 eV
HOMO ... -0.3156 Ha
Kohn-Sham gap ... 8.831 eV
E_LUMO ... 0.24 eV



# 2
The following is a quantum chemistry calculation of a molecular structure, C9H21ClNO4P2Tc, from OMol25.

Last column: natural (NBO) charge in e.
Cartesian coordinates (Å):
1 C -0.12433 -1.66543 -4.46602  -0.787
2 C -0.31878 -1.39419 -3.09684  0.613
3 H -0.85277 -2.48685 -4.83034  0.333
4 H 0.97489 -1.88913 -4.50163  0.306
5 H -0.24074 -0.63720 -4.91674  0.316
6 O -1.11614 -1.71928 -2.28736  -0.442
7 Cl 2.13087 1.01309 -3.18792  0.153
8 Tc 0.50811 0.10503 -0.78386  0.422
9 P 1.82516 -1.78507 0.12146  1.155
10 C 1.14866 -2.77575 1.52019  -0.947
11 C 2.32346 -2.97561 -1.14333  -0.948
12 H 2.94946 -3.77674 -0.72764  0.312
13 H 4.18861 -1.91555 0.88632  0.313
14 H 2.84983 -2.39396 -1.90869  0.262
15 H 3.70086 -0.29799 0.28027  0.267
16 H 0.14468 -3.13658 1.27433  0.260
17 H 1.41884 -3.39064 -1.60012  0.262
18 C 3.38234 -1.16544 0.87002  -0.936
19 H 1.76639 -3.64701 1.78613  0.318
20 H 3.20112 -0.82486 1.89981  0.279
21 H 1.05453 -2.14495 2.41497  0.267
22 P -1.42758 1.77584 -1.02567  1.164
23 C -2.84741 1.66503 0.14018  -0.952
24 C -0.83443 3.47877 -0.68953  -0.941
25 H -1.27525 1.90818 -3.36735  0.257
26 H -2.85317 2.62971 -2.80513  0.312
27 H -2.61615 0.84400 -2.88023  0.269
28 C -2.13277 1.80837 -2.69093  -0.949
29 H 0.21173 3.52208 -1.01315  0.266
30 H -1.41660 4.25238 -1.21525  0.313
31 H -3.64440 2.39568 -0.06373  0.320
32 H -2.49497 1.82617 1.16800  0.265
33 H -0.86546 3.68682 0.38967  0.282
34 H -3.28843 0.66391 0.10367  0.262
35 C -1.21108 -1.18673 -0.13737  0.552
36 O -2.07599 -1.83947 0.21156  -0.338
37 O 0.13248 0.78176 2.09466  0.020
38 N 0.22675 0.47710 0.98751  0.387
39 O 1.72902 1.39711 -0.35351  -0.268

Output
Charge ... +3
HOMO (alpha / beta) ... -0.7011 / -0.7633 Ha
⟨S²⟩ ... 3.998
Kohn-Sham gap (alpha / beta) ... 5.137 / 6.386 eV
Spin multiplicity ... 4
E_LUMO (alpha / beta) ... -13.94 / -14.38 eV



# 3
The following is a quantum chemistry calculation of a molecular structure, C12H17N3O3SZn, from OMol25.

Last column: natural (NBO) charge in e.
Cartesian coordinates (Å):
1 Zn -0.47230 0.23129 1.33399  1.603
2 N 1.82280 -2.26895 3.77670  -0.804
3 C 1.28286 -1.33466 2.94945  0.303
4 S -0.34632 -0.82249 3.37672  -0.528
5 N 2.04023 -0.91502 1.98056  -0.443
6 N 1.47736 0.01832 1.15772  -0.477
7 C 2.22368 0.62450 0.30973  0.122
8 C 1.75103 1.63973 -0.59774  -0.235
9 C 2.68435 2.16204 -1.51166  -0.142
10 C 2.35076 3.12434 -2.43222  -0.286
11 C 1.04072 3.61152 -2.45013  -0.187
12 C 0.10745 3.13948 -1.55953  -0.251
13 C 0.41360 2.14148 -0.60602  0.386
14 O -0.54352 1.75640 0.19980  -0.921
15 H 1.22636 -2.72047 4.44258  0.399
16 H 2.68179 -2.70693 3.49168  0.400
17 H 3.28114 0.35922 0.28432  0.187
18 H 3.70047 1.78400 -1.47379  0.204
19 H 3.08682 3.50100 -3.12955  0.212
20 H 0.76136 4.37160 -3.16967  0.209
21 H -0.90468 3.52493 -1.56233  0.207
22 C -3.34325 0.67888 -0.01209  -0.246
23 O -2.50452 -0.34822 0.50563  -0.594
24 C -2.68787 -1.58642 -0.15498  -0.090
25 C -1.64498 -2.55159 0.36005  -0.092
26 O -0.34879 -2.01625 0.20545  -0.567
27 C 0.20273 -2.12880 -1.09429  -0.255
28 H -4.39235 0.44475 0.18809  0.174
29 H -3.19412 0.79226 -1.08914  0.180
30 H -3.05985 1.60322 0.48056  0.220
31 H -2.57183 -1.44102 -1.23621  0.173
32 H -3.68983 -1.98503 0.03877  0.185
33 H -1.74489 -3.51100 -0.15918  0.181
34 H -1.77887 -2.69982 1.43137  0.220
35 H 0.13847 -3.16131 -1.45158  0.174
36 H 1.24922 -1.84298 -1.01233  0.210
37 H -0.29524 -1.46802 -1.81074  0.173

Output
Charge ... 0
HOMO ... -0.2711 Ha
Kohn-Sham gap ... 7.986 eV
E_LUMO ... 0.61 eV